{"formula": "C4H8NO3", "method": "ωB97M-V/def2-TZVPD", "symbols": ["C", "C", "O", "O", "H", "H", "H", "C", "C", "O", "N", "H", "H", "H", "H", "H"], "xyz": [[0.78, -1.20, -3.29], [0.42, -0.87, -1.85], [0.16, -1.85, -1.11], [0.33, 0.33, -1.51], [1.86, -1.02, -3.40], [0.31, -0.48, -3.95], [0.68, -2.26, -3.52], [0.38, -0.26, 2.15], [-0.50, 0.97, 2.12], [-0.87, 1.55, 3.14], [-0.85, 1.33, 0.88], [-1.47, 2.12, 0.75], [-0.45, 0.98, 0.00], [0.49, -0.68, 1.15], [0.02, -1.10, 2.75], [1.38, -0.05, 2.51]], "e_homo_ev": -4.568, "e_lumo_ev": 4.070, "homo_lumo_gap_ha": 0.317, "charge": -1, "total_energy_ha": -437.79949, "spin_multiplicity": 1}